ORCA calculation (wB97M-V/def2-TZVPD) on the molecule C3H4FNO.

Computed properties:
SMILES	N/C=C(\F)C=O
E_HOMO	-8.9	eV
spin multiplicity	1
gap between HOMO and LUMO	9.0	eV
LUMO energy	0.0701	eV

The geometry in XYZ format:
```
10
Properties=species:S:1:pos:R:3:lowdin_charge:R:1
N -1.99569 -0.74022 -0.11150 0.04
C -0.61122 -0.75773 0.11868 -0.12
C 0.07395 0.38368 0.12265 -0.23
F -0.54728 1.63087 -0.13918 -0.01
C 1.55650 0.28650 0.19480 -0.11
O 1.96266 -0.88656 -0.21910 -0.06
H -2.44606 -1.49778 0.50605 0.12
H -2.50937 0.16630 0.07838 0.11
H -0.13887 -1.69999 0.03355 0.12
H 2.17296 1.15290 0.55122 0.13
```

---

ORCA calculation (wB97M-V/def2-TZVPD) on the molecule C3H4FNO2.

Computed properties:
SMILES	O=CN(O)/C=C/F
E_HOMO	-9.0	eV
spin multiplicity	1
gap between HOMO and LUMO	9.8	eV
LUMO energy	0.7814	eV

The geometry in XYZ format:
```
11
Properties=species:S:1:pos:R:3:lowdin_charge:R:1
O -2.32705 0.19167 1.09401 0.02
C -1.26201 0.50613 0.55445 -0.23
N -0.24398 -0.44642 0.48910 -0.13
O -0.62918 -1.66739 1.01144 0.04
C 0.77631 -0.34594 -0.46364 -0.05
C 1.43481 0.75442 -0.81730 -0.13
F 2.35987 0.52910 -1.76501 0.00
H -0.96449 1.45968 0.11115 0.14
H -1.56965 -1.51271 1.18730 0.09
H 1.03771 -1.22344 -1.01887 0.13
H 1.38766 1.75490 -0.38263 0.12
```

---

ORCA calculation (wB97M-V/def2-TZVPD) on a structure of composition C3H4FNOS.

Computed properties:
E_HOMO	-8.9	eV
spin multiplicity	1
gap between HOMO and LUMO	9.6	eV
LUMO energy	0.6654	eV

The geometry in XYZ format:
```
11
Properties=species:S:1:pos:R:3:lowdin_charge:R:1
C -1.43666 1.00388 0.20241 -0.01
C -1.17237 -0.52204 0.40054 -0.27
C 0.29326 -0.27092 0.11300 -0.79
H 1.71948 1.62079 -0.26568 0.11
H -1.72836 1.58510 1.11732 0.14
H -2.03092 1.30741 -0.63386 0.12
H -1.38722 -0.91596 1.40667 0.16
N -0.00739 1.01291 -0.05940 -0.19
O 0.82764 2.10031 -0.21811 0.04
F -1.85460 -1.31546 -0.47637 0.02
S 1.71523 -1.05728 0.03299 0.66
```

---

ORCA calculation (wB97M-V/def2-TZVPD) on the molecule C3H4FNOS2.

Computed properties:
SMILES	FCC(=S)NOC=S
E_HOMO	-8.8	eV
spin multiplicity	1
gap between HOMO and LUMO	8.4	eV
LUMO energy	-0.4139	eV

The geometry in XYZ format:
```
12
Properties=species:S:1:pos:R:3:lowdin_charge:R:1
F -1.31956 2.08062 0.25827 -0.08
C -1.87654 0.97400 -0.42534 -0.12
C -1.09308 -0.29623 0.09010 -0.95
S -1.16450 -1.73862 -0.47490 0.75
N -0.22101 0.14463 1.01850 -0.08
O 0.97206 -0.57326 1.39877 -0.13
C 1.92732 -0.52550 0.30219 -0.64
S 2.06656 0.61353 -0.82048 0.74
H -1.88540 1.03244 -1.55420 0.14
H -2.87823 0.86287 -0.01900 0.11
H -0.40796 1.26861 1.15630 0.19
H 2.63910 -1.22808 0.69729 0.07
```

---

ORCA calculation (wB97M-V/def2-TZVPD) on the molecule C3H4FNS.

Computed properties:
E_HOMO (spin up / spin down)	-8.2 / -8.1	eV
spin multiplicity	1
gap between HOMO and LUMO (spin up / spin down)	7.5 / 7.3	eV
LUMO energy (spin up / spin down)	-0.7043 / -0.7975	eV

The geometry in XYZ format:
```
10
Properties=species:S:1:pos:R:3:lowdin_charge:R:1
C -1.33075 -0.07998 1.06177 -0.26
C -0.16486 0.67587 0.86632 -0.47
C 1.10741 -0.46051 -1.39475 -0.34
N -1.72978 -1.09140 0.37587 0.03
F -2.95106 -1.58765 0.84154 -0.11
S 1.11222 0.70879 -0.23871 0.98
H -1.93553 0.26488 1.90535 0.12
H -0.00063 1.47585 1.57132 0.04
H 1.90679 -0.41960 -2.10682 0.00
H 0.32749 -1.19610 -1.45820 0.00
```

---

ORCA calculation (wB97M-V/def2-TZVPD) on the molecule C3H4FNS.

Computed properties:
SMILES	N#C[C@H](F)CS
E_HOMO	-9.2	eV
spin multiplicity	1
gap between HOMO and LUMO	9.5	eV
LUMO energy	0.2512	eV

The geometry in XYZ format:
```
10
Properties=species:S:1:pos:R:3:lowdin_charge:R:1
N 2.90249 1.28998 0.10334 0.17
C 1.80542 0.85592 0.24286 -0.13
C 0.61857 0.01450 0.50606 -0.30
F 0.48131 -1.12651 -0.36271 -0.15
C -0.77248 0.72047 0.11096 -0.52
S -2.04263 -0.59569 -0.21772 0.60
H 0.75771 -0.36522 1.47094 0.12
H -0.67261 1.32878 -0.81603 0.06
H -1.06972 1.69900 0.79258 0.14
H -0.89157 -1.56810 -0.58229 0.01
```

---

ORCA calculation (wB97M-V/def2-TZVPD) on a cluster of 2 separate species, C3H4FNS in total.

Computed properties:
SMILES	N=C=CF.C=S
E_HOMO	-8.6	eV
spin multiplicity	1
gap between HOMO and LUMO	8.0	eV
LUMO energy	-0.6398	eV

The geometry in XYZ format:
```
10
Properties=species:S:1:pos:R:3:lowdin_charge:R:1
N 2.75260 0.92856 0.15337 0.14
C 1.87926 0.17898 -0.23931 -0.16
C 1.01173 -0.71747 -0.60426 -0.22
F 1.20905 -2.00026 -0.29490 0.01
H 3.49041 1.37273 -0.42841 0.09
H 0.00715 -0.43980 -0.91002 -0.02
C -2.60950 0.18046 0.68187 -0.58
S -2.27818 -0.32494 -0.80302 0.66
H -3.61029 -0.09038 1.24430 0.04
H -1.85225 0.91212 1.20038 0.04
```

---

ORCA calculation (wB97M-V/def2-TZVPD) on the molecule C3H4FNS.

Computed properties:
SMILES	F/C=C/C=N/S
E_HOMO	-8.6	eV
spin multiplicity	1
gap between HOMO and LUMO	8.9	eV
LUMO energy	0.3942	eV

The geometry in XYZ format:
```
10
Properties=species:S:1:pos:R:3:lowdin_charge:R:1
F -3.20114 -0.16449 0.10764 0.02
C -1.88541 -0.38351 -0.07599 -0.09
C -0.91650 0.59800 -0.16293 -0.04
C 0.30692 -0.03433 -0.13312 -0.41
N 1.39724 0.55236 0.07350 -0.38
S 2.92762 -0.31362 -0.05864 0.59
H -1.69602 -1.43655 -0.02504 0.11
H -1.06005 1.62329 -0.39118 0.12
H 0.31619 -1.15958 -0.07029 0.11
H 3.81116 0.71842 0.73606 -0.04
```

---

Values for max |F|, eV/Å, ordered as above
5.82 2.52 1.84 4.10 2.14 4.51 2.49 5.06
Values for energy relative to the best compared isomer or geometry (same formula, charge and spin), eV, ordered as above
1.6452 2.7541 2.6452 3.6696 3.6784 2.2930 3.0718 2.1506